Density functional theory data (wB97M-V/def2-TZVPD) for a structure of composition C3H2CrFO3.

Last column: Mulliken spin population.
CARTESIAN COORDINATES (ANGSTROEM)
Cr (0.897, 1.931, 0.486)  4.059
F (1.392, 0.500, -1.103)  0.010
O (0.502, 0.284, 1.406)  -0.079
O (-1.272, 1.557, -0.562)  0.004
O (-2.738, -0.072, 0.189)  0.003
C (0.975, -0.753, -0.632)  0.029
C (0.673, -0.791, 0.683)  -0.023
C (-1.954, 0.667, -0.232)  0.000
H (0.463, -1.774, 1.128)  -0.005
H (1.062, -1.549, -1.363)  0.002

Values from the calculation:
F_max = 2.6 eV/Å
charge = +1
spin multiplicity = 5
HOMO (alpha / beta) = -13.267 / -13.361 eV
energy = -40416.158 eV